A structure of composition C55H53N7O4P2Y at a distorted geometry, computed with the ωB97M-V functional and the def2-TZVPD basis.

The geometry in XYZ format:
```
122
Properties=species:S:1:pos:R:3:mulliken_charge:R:1
Y -18.850 1.853 7.948 0.8830
O -16.655 1.335 3.735 -0.7223
C -17.445 1.734 4.636 -0.3175
N -17.546 1.220 5.906 0.5535
C -16.689 0.190 6.215 0.4167
C -16.502 -0.844 5.276 -0.5108
C -15.512 -1.842 5.444 -0.9936
C -14.620 -1.687 6.553 -0.7092
C -14.944 -0.800 7.543 -1.0466
C -16.020 0.110 7.446 0.1674
N -16.697 0.708 8.497 1.0211
C -16.026 1.005 9.690 -0.3641
O -14.842 0.736 9.914 -0.7438
C -16.854 1.726 10.723 -0.0122
C -16.563 1.664 12.063 -0.6245
C -17.465 2.227 12.975 -0.9231
C -18.678 2.786 12.506 -0.9606
C -18.888 2.796 11.133 0.2097
N -18.004 2.279 10.262 1.5725
C -18.339 2.802 4.122 0.7700
C -18.036 3.356 2.863 -0.8699
C -18.739 4.412 2.355 -0.4466
C -19.866 4.912 3.080 -1.0803
C -20.169 4.294 4.275 -0.1006
N -19.371 3.381 4.835 0.9433
H -17.176 -0.772 4.397 0.3777
H -15.336 -2.598 4.720 0.4892
H -13.800 -2.382 6.636 0.4120
H -14.358 -0.618 8.456 0.4825
H -15.561 1.299 12.356 0.5490
H -17.196 2.299 14.020 0.4911
H -19.415 3.213 13.164 0.6435
H -19.767 3.276 10.662 -0.3484
H -17.186 2.906 2.386 0.6559
H -18.384 4.821 1.422 0.4556
H -20.467 5.734 2.745 0.5263
H -21.033 4.589 4.871 0.5006
C -21.544 5.902 8.559 -0.7421
C -22.336 4.602 8.329 -0.5461
P -22.288 3.505 9.772 1.0541
C -23.535 2.337 9.297 0.3301
C -24.195 1.660 10.299 -0.5157
C -25.250 0.790 10.016 -0.7404
C -25.663 0.673 8.707 -0.4534
C -24.972 1.306 7.661 -0.8633
C -23.826 2.004 7.949 -0.2371
C -23.165 4.513 11.055 0.5150
C -22.414 5.235 12.004 -0.1040
C -23.043 6.050 12.931 -0.7799
C -24.440 6.034 12.988 -0.5053
C -25.194 5.283 12.138 -0.9075
C -24.562 4.543 11.109 -0.3493
C -20.150 6.091 7.942 -1.3188
P -18.655 5.173 8.693 1.8682
C -18.204 6.170 10.193 0.7448
C -19.006 7.217 10.583 -0.5689
C -18.468 8.145 11.511 -0.6782
C -17.199 8.019 12.075 -0.7747
C -16.477 6.825 11.765 -0.5769
C -17.030 5.878 10.878 -0.5441
C -17.267 5.725 7.719 -0.2043
C -16.385 4.723 7.234 -0.0015
C -15.311 5.043 6.404 -0.6383
C -15.101 6.392 6.064 -0.6184
C -15.913 7.396 6.602 -0.6836
C -17.011 7.055 7.392 -0.3899
H -21.423 6.010 9.636 -0.1807
H -22.166 6.714 8.222 0.5110
H -21.991 4.025 7.469 -0.3486
H -23.354 4.834 8.099 0.8544
H -23.873 1.905 11.312 0.5197
H -25.825 0.319 10.836 0.4143
H -26.626 0.112 8.513 0.3211
H -25.256 1.092 6.630 0.4318
H -23.155 2.290 7.162 0.0872
H -21.342 5.104 11.995 0.2310
H -22.462 6.583 13.660 0.4606
H -24.878 6.598 13.814 0.3624
H -26.267 5.236 12.316 0.3941
H -25.118 3.929 10.400 0.4237
H -19.917 7.192 8.059 0.7472
H -20.102 5.870 6.887 0.4878
H -19.992 7.391 10.161 0.2477
H -19.067 9.038 11.687 0.4341
H -16.803 8.867 12.632 0.3880
H -15.498 6.589 12.261 0.3905
H -16.483 4.975 10.649 0.4305
H -16.625 3.677 7.524 0.3808
H -14.678 4.237 6.062 0.5560
H -14.249 6.668 5.449 0.4110
H -15.760 8.449 6.411 0.4361
H -17.687 7.836 7.790 0.2688
O -20.537 2.049 6.632 0.1573
H -19.885 2.742 5.616 -0.4726
H -21.088 1.408 6.089 -0.0124
N -21.886 -4.306 5.366 -0.5228
C -22.022 -3.186 5.024 -0.2421
C -22.204 -1.877 4.545 0.7475
C -22.645 -1.700 3.225 -0.4102
C -22.761 -0.368 2.784 -0.8175
C -22.423 0.659 3.692 -0.4699
N -21.962 0.426 4.920 -0.2676
C -21.914 -0.806 5.395 -0.4373
H -22.917 -2.562 2.609 0.4963
H -22.999 -0.087 1.771 0.4367
H -22.433 1.729 3.433 0.4854
H -21.618 -1.015 6.409 0.5405
C -19.791 -3.094 10.599 -1.0540
N -19.906 -1.676 10.294 0.3037
C -20.170 -0.800 11.413 -0.8725
C -19.806 -1.214 9.056 0.5020
C -19.606 -2.226 7.952 -1.6022
O -19.873 0.027 8.737 -0.3250
H -19.799 -3.225 11.671 0.4621
H -18.858 -3.464 10.192 0.3460
H -20.600 -3.671 10.121 0.3007
H -20.824 -1.299 12.164 0.5415
H -20.739 0.074 11.069 0.0128
H -19.240 -0.570 11.936 0.3531
H -20.490 -2.929 7.887 0.5081
H -18.645 -2.783 8.091 0.4117
H -19.545 -1.692 6.999 0.1229
```

Calculated values
- Frontier orbital gap: 5.778 eV
- M: 1026.928 g mol⁻¹
- LUMO: -2.919 eV
- Total charge: +1
- ΔE to the lowest compared entry with this formula, charge and spin: 0.0 kJ/mol
- HOMO energy: -8.7 eV

---

The molecule C5H13NO2 at a distorted geometry, computed with the ωB97M-V functional and the def2-TZVPD basis.

The geometry in XYZ format:
```
21
Properties=species:S:1:pos:R:3:mulliken_charge:R:1
C -0.642 -1.239 -0.602 -0.1903
C 1.018 -1.882 -0.561 -0.8401
C 0.236 0.375 1.005 -0.6308
C 0.496 1.619 0.159 -0.3521
C -0.604 2.668 0.301 -1.2516
N -0.876 -0.430 0.545 -0.3115
O -0.689 -0.513 -1.793 -0.5500
O 1.148 -2.907 0.395 -0.4927
H -1.508 0.000 -1.806 0.3714
H 0.436 -3.542 0.258 0.3257
H -1.214 -1.007 1.306 0.2512
H -1.360 -2.074 -0.601 0.4653
H 1.080 -2.276 -1.582 0.3888
H 1.906 -1.252 -0.514 0.4291
H 1.139 -0.353 0.848 0.1982
H 0.039 0.656 2.042 0.5412
H 1.450 2.045 0.481 0.3772
H 0.599 1.327 -0.887 0.2824
H -0.415 3.519 -0.353 0.3507
H -0.669 3.026 1.329 0.3234
H -1.569 2.241 0.031 0.3146
```

Calculated values
- Frontier orbital gap: 9.535 eV
- M: 119.164 g mol⁻¹
- LUMO: 0.783 eV
- ΔE to the lowest compared entry with this formula, charge and spin: 234.4 kJ/mol
- HOMO energy: -8.8 eV
- SMILES string: CCCN[C@@H](O)CO

---

A cluster of 2 separate species, C15H29Si2 in total at a distorted geometry, computed with the ωB97M-V functional and the def2-TZVPD basis.

The geometry in XYZ format:
```
46
Properties=species:S:1:pos:R:3:mulliken_charge:R:1
C -1.618 -3.049 -0.776 -0.9797
Si -2.641 -1.781 -1.811 0.5518
C -3.450 -0.570 -0.532 -1.0156
H 0.272 0.624 1.168 -0.0604
C -1.609 -0.837 -3.234 -0.6078
Si 0.016 0.251 -3.273 0.4003
C 0.127 0.700 -5.086 -1.1142
C 0.071 1.894 -2.375 -0.9397
C 1.668 -0.541 -2.882 -1.0506
H -2.030 -4.054 -0.962 0.3972
H -0.525 -3.152 -0.967 0.3143
H -1.700 -2.925 0.329 0.3301
H -4.541 -0.611 -0.658 0.3844
H -3.282 -0.853 0.527 0.3567
H -3.195 0.507 -0.579 0.3398
H -1.407 -1.610 -4.000 0.3477
H -2.320 -0.165 -3.758 0.3480
H 0.983 1.359 -5.300 0.3058
H 0.228 -0.216 -5.693 0.3379
H -0.799 1.211 -5.406 0.3365
H 1.089 2.318 -2.412 0.3160
H -0.578 2.623 -2.884 0.3849
H -0.222 1.873 -1.321 0.2250
H 2.390 0.192 -2.487 0.3170
H 1.630 -1.377 -2.182 0.2995
H 2.104 -0.918 -3.821 0.4071
C 1.817 1.890 1.079 -1.5669
C 1.226 0.577 1.629 1.3759
C 1.931 -0.675 1.017 -0.9477
C 0.826 0.462 3.103 0.2674
C 0.526 -0.783 3.701 -0.3839
C 0.050 -0.900 5.012 -0.6168
C -0.133 0.233 5.812 -0.4150
C 0.089 1.486 5.220 -0.6567
C 0.594 1.592 3.911 -0.2592
H 1.030 2.645 0.978 0.3996
H 2.625 2.273 1.698 0.4149
H 2.157 1.779 0.033 0.2569
H 1.267 -1.544 1.099 0.1673
H 2.118 -0.552 -0.075 0.0746
H 2.890 -0.883 1.525 0.3634
H 0.501 -1.672 3.068 0.1617
H -0.205 -1.881 5.410 0.3630
H -0.413 0.127 6.862 0.3884
H -0.158 2.363 5.822 0.3502
H 0.605 2.572 3.471 0.3313
```

Calculated values
- Frontier orbital gap: 4.141 eV
- M: 265.569 g mol⁻¹
- LUMO: -6.841 eV
- Total charge: +1
- ΔE to the lowest compared entry with this formula, charge and spin: 186.1 kJ/mol
- HOMO energy: -11.0 eV

---

A structure of composition C23H31IrN2O4S, computed with the ωB97M-V functional and the def2-TZVPD basis.

The geometry in XYZ format:
```
62
Properties=species:S:1:pos:R:3:mulliken_charge:R:1
Ir -1.269 -0.553 -0.103 2.9411
O -0.380 2.966 -0.915 -0.6032
C -1.269 2.259 -0.521 0.0971
O -1.671 1.147 -1.106 -0.8985
C -2.051 2.657 0.718 0.1954
C -2.203 4.015 0.934 -0.7855
C -2.952 4.496 2.001 -0.5151
C -3.549 3.618 2.904 -0.6881
C -3.388 2.263 2.735 -0.9131
C -2.659 1.759 1.633 1.3089
S -2.520 0.059 1.622 -0.3762
H -1.717 4.695 0.249 0.5129
H -3.059 5.564 2.138 0.4113
H -4.121 3.998 3.740 0.4098
H -3.817 1.566 3.443 0.4629
C -2.268 -1.450 -2.680 -0.9282
N -2.764 -1.402 -1.281 -0.0369
C -4.042 -0.644 -1.276 -1.0961
C -2.990 -2.770 -0.748 -0.6730
C -1.671 -3.388 -0.345 -0.7681
N -0.958 -2.526 0.641 0.3156
C 0.473 -2.941 0.646 -1.1473
C -1.475 -2.793 2.002 -1.3029
H -3.006 -1.940 -3.318 0.4172
H -1.324 -1.991 -2.722 0.3322
H -2.097 -0.431 -3.016 0.2596
H -4.756 -1.117 -1.955 0.4303
H -3.843 0.372 -1.598 0.2762
H -4.459 -0.637 -0.272 0.4192
H -3.480 -3.393 -1.501 0.4642
H -3.666 -2.684 0.103 0.3725
H -1.020 -3.489 -1.214 0.4035
H -1.823 -4.387 0.071 0.4926
H 0.540 -4.001 0.900 0.5114
H 1.007 -2.359 1.393 0.1854
H 0.911 -2.764 -0.331 0.3877
H -1.268 -3.829 2.275 0.4041
H -2.549 -2.625 2.049 0.4089
H -0.978 -2.131 2.708 0.3651
C 6.748 1.426 -0.614 -1.5761
C 5.293 1.065 -0.525 0.5020
C 4.513 0.986 -1.671 -1.0277
C 3.177 0.619 -1.631 1.0096
C 2.409 0.605 -2.928 -1.3558
C 2.598 0.339 -0.377 0.7442
C 3.356 0.452 0.806 0.5075
C 2.810 0.207 2.190 -1.2601
C 4.696 0.794 0.699 -0.9902
C 1.187 -0.059 -0.317 0.9729
O 0.456 0.182 0.719 -1.0929
O 0.596 -0.672 -1.268 -0.9292
H 6.910 2.219 -1.343 0.3886
H 7.334 0.563 -0.934 0.3023
H 7.135 1.755 0.349 0.3767
H 4.958 1.224 -2.630 0.3804
H 3.037 0.995 -3.726 0.4169
H 1.513 1.223 -2.861 0.2260
H 2.088 -0.400 -3.196 0.2207
H 1.990 0.880 2.425 0.1937
H 3.601 0.351 2.923 0.4037
H 2.436 -0.813 2.304 0.2006
H 5.288 0.870 1.603 0.3333
```

Calculated values
- Frontier orbital gap (alpha / beta): 8.602 / 5.668 eV
- M: 623.795 g mol⁻¹
- LUMO (alpha / beta): -2.618 / -5.552 eV
- <S²>: 0.770
- Total charge: +1
- ΔE to the lowest compared entry with this formula, charge and spin: 0.0 kJ/mol
- HOMO energy (alpha / beta): -11.2 / -11.2 eV
- Spin multiplicity: 2

---

A structure of composition C32H25AsBiF5N3O9S2 at a distorted geometry, computed with the ωB97M-V functional and the def2-TZVPD basis.

The geometry in XYZ format:
```
78
Properties=species:S:1:pos:R:3:mulliken_charge:R:1
Bi -0.247 -0.291 0.184 2.3938
C 0.179 -2.431 4.240 -1.0749
O 0.767 -1.521 3.330 -0.3131
C 1.105 -0.294 3.776 0.2859
C 0.980 0.122 5.099 -0.6969
C 1.402 1.386 5.486 -0.6868
C 1.970 2.243 4.559 -0.9299
C 2.079 1.835 3.239 -0.0377
C 1.634 0.585 2.826 0.6741
N 1.674 0.214 1.443 0.3836
N 2.673 0.729 0.824 -0.4910
C 3.007 0.382 -0.428 -0.2368
C 2.603 -0.861 -1.044 1.1227
O 1.697 -1.614 -0.596 -0.7208
C 3.404 -1.314 -2.166 -1.0000
C 4.281 -0.502 -2.782 -0.7671
C 4.549 0.830 -2.307 0.8502
C 5.349 1.722 -3.037 -0.9452
C 5.569 3.003 -2.588 -0.5110
C 5.009 3.409 -1.370 -0.7957
C 4.224 2.546 -0.640 -0.3537
C 3.960 1.246 -1.101 0.6311
H -0.020 -3.333 3.671 0.2253
H 0.861 -2.651 5.066 0.4472
H -0.767 -2.044 4.629 0.3591
H 0.552 -0.540 5.837 0.3987
H 1.280 1.695 6.517 0.3779
H 2.305 3.229 4.854 0.3766
H 2.506 2.491 2.493 0.3115
H 3.197 -2.313 -2.532 0.4660
H 4.808 -0.847 -3.667 0.3613
H 5.785 1.387 -3.973 0.3733
H 6.160 3.696 -3.173 0.3809
H 5.183 4.416 -1.009 0.3953
H 3.775 2.866 0.291 0.3663
F -1.656 -6.197 -3.724 -0.3277
C -1.485 -5.380 -2.681 0.7681
C -1.327 -4.023 -2.872 -0.1305
F -1.346 -3.524 -4.110 -0.3254
C -1.165 -3.189 -1.783 -0.4699
F -1.051 -1.877 -2.023 -0.3128
C -1.137 -3.653 -0.476 0.6685
S -0.978 -2.651 0.943 -0.3914
C -1.298 -5.030 -0.324 0.1304
F -1.288 -5.566 0.902 -0.3322
C -1.472 -5.882 -1.395 0.1458
F -1.625 -7.196 -1.198 -0.3200
O -3.422 -0.983 3.069 -0.6918
As -2.993 0.286 1.851 0.9339
O -3.700 1.628 2.436 -0.8776
O -1.268 0.184 2.016 -0.2779
C -3.804 -0.703 0.373 0.1233
C -4.347 -1.962 0.635 -0.6244
C -4.926 -2.690 -0.389 -0.5508
C -4.989 -2.175 -1.681 -0.5881
C -4.468 -0.923 -1.949 -0.9839
C -3.879 -0.193 -0.921 0.3253
S -3.076 1.337 -1.340 1.4633
O -2.312 1.031 -2.534 -0.7664
O -4.061 2.378 -1.476 -0.7937
O -2.198 1.515 -0.141 -0.5505
H -3.198 -0.573 3.913 0.2661
H -4.292 -2.361 1.636 0.5437
H -5.327 -3.675 -0.180 0.4117
H -5.433 -2.757 -2.479 0.4066
H -4.480 -0.503 -2.947 0.4566
C -1.240 4.654 -2.173 -0.8920
N -0.290 3.758 -1.537 0.3062
C -0.110 3.911 -0.101 -0.8102
C 0.128 2.647 -2.169 -0.0678
O 0.737 1.725 -1.637 -0.3799
H -0.974 5.688 -1.948 0.3218
H -2.255 4.456 -1.824 0.3315
H -1.212 4.507 -3.252 0.2840
H 0.183 4.941 0.112 0.4504
H 0.676 3.236 0.227 0.0632
H -1.028 3.671 0.438 0.2657
H -0.109 2.638 -3.238 0.1783
```

Calculated values
- Frontier orbital gap: 6.868 eV
- M: 1038.590 g mol⁻¹
- LUMO: 1.552 eV
- Total charge: -1
- ΔE to the lowest compared entry with this formula, charge and spin: 113.4 kJ/mol
- HOMO energy: -5.3 eV

---

A cluster of 2 separate species, C5H13NSi in total at a distorted geometry, computed with the ωB97M-V functional and the def2-TZVPD basis.

The geometry in XYZ format:
```
20
Properties=species:S:1:pos:R:3:mulliken_charge:R:1
C 2.285 -0.283 -0.203 0.0127
C 1.604 0.774 0.120 0.0310
C 1.726 -1.657 -0.513 -0.9147
C 2.135 2.142 0.247 -1.0439
C -2.397 -1.384 0.839 -0.9978
N -2.928 1.249 -0.279 -0.4898
Si -1.976 -0.199 -0.586 0.2139
H 3.390 -0.008 -0.266 0.2271
H 0.641 -1.845 -0.442 0.1362
H 2.238 -2.171 -1.451 0.2523
H 2.022 -2.274 0.265 0.3303
H 1.568 2.629 1.142 0.2562
H 3.149 2.204 0.527 0.3933
H 1.904 2.830 -0.593 0.2525
H -2.752 -0.743 1.763 0.2574
H -3.037 -2.092 0.488 0.3481
H -1.589 -1.924 1.301 0.3447
H -2.914 1.933 -1.006 0.2278
H -2.677 1.654 0.625 0.2607
H -2.392 -0.835 -1.978 -0.0979
```

Calculated values
- Frontier orbital gap (alpha / beta): 6.819 / 8.577 eV
- M: 115.252 g mol⁻¹
- LUMO (alpha / beta): -0.020 / 0.074 eV
- ΔE to the lowest compared entry with this formula, charge and spin: 491.5 kJ/mol
- HOMO energy (alpha / beta): -6.8 / -8.5 eV